(1)
Formula: C2H4ClNO
Source: OMol25
Level of theory: wB97M-V/def2-TZVPD

Its HOMO energy is -10.1 eV. The value obtained for the energy above the lowest of the compared OMol25 structures with the same formula, charge and spin is 136.1 kcal per mole. As for the LUMO energy: 0.28 eV. The HOMO-LUMO gap comes out at 10.34 eV.

The geometry in ORCA input format:
```
! RIJCOSX wB97M-V def2-TZVPD def2/J DEFGRID3
* xyz 0 1
C -0.0432 -0.5575 0.3244
C -0.4112 0.9627 0.9401
H 1.3954 -0.9454 -2.7507
H -0.5186 -1.6328 1.0807
H 0.4922 1.6463 0.6340
H -0.6883 0.6853 1.8530
N 0.6958 -0.3194 -0.7855
O 1.1391 -1.4064 -1.6204
Cl -2.0612 1.5672 0.3245
*
```



(2)
Formula: C4H4OS2
Source: OMol25
Level of theory: wB97M-V/def2-TZVPD

Its HOMO energy is -9.0 eV. The value obtained for the energy above the lowest of the compared OMol25 structures with the same formula, charge and spin is 64.2 kcal per mole. As for the LUMO energy: -1.29 eV. As for the SMILES: S=C/C=C\OC=S. The HOMO-LUMO gap comes out at 7.66 eV.

The geometry in ORCA input format:
```
! RIJCOSX wB97M-V def2-TZVPD def2/J DEFGRID3
* xyz 0 1
C -0.5140 -0.7430 2.2610
C -0.4786 -0.3624 -0.1471
C 0.0348 0.1617 -1.2572
C 0.9819 1.2509 -1.5908
H -0.2840 -0.0189 3.0267
H -1.0907 -1.1457 -0.4995
H -0.4331 -0.3269 -2.1221
H 1.5434 1.1441 -2.7454
O -0.1851 -0.1094 1.1522
S -0.9765 -2.3388 2.4721
S 1.4019 2.4884 -0.5500
*
```



(3)
Formula: C4H8N4O
Source: OMol25
Level of theory: wB97M-V/def2-TZVPD

Its HOMO energy is -8.8 eV. The value obtained for the energy above the lowest of the compared OMol25 structures with the same formula, charge and spin is 57.1 kcal per mole. As for the LUMO energy: 0.57 eV. As for the SMILES: [H]/N=C(/N)C(C)=O.N#CN. The HOMO-LUMO gap comes out at 9.41 eV.

The geometry in ORCA input format:
```
! RIJCOSX wB97M-V def2-TZVPD def2/J DEFGRID3
* xyz 0 1
C -0.6073 0.3213 1.9637
C 2.0810 0.0426 -0.2346
C -0.2998 -0.3866 0.6799
C -0.9037 0.4821 -0.6667
N 2.3485 -0.8604 -1.1605
N -1.4949 -0.3698 -1.5454
N 1.9516 0.5695 0.8040
N -1.1912 1.7251 -0.7052
O -0.2232 -1.5829 0.5003
H 3.2428 -1.3133 -1.2625
H 1.5499 -1.0364 -1.7632
H -1.2665 -1.3483 -1.4629
H -2.2817 -0.0402 -2.0814
H -0.9153 2.2421 0.1226
H -0.1167 1.2937 1.9785
H -0.2017 -0.2667 2.7861
H -1.6717 0.5284 2.0474
*
```



(4)
Formula: CHF3O2P
Source: OMol25
Level of theory: wB97M-V/def2-TZVPD

Its HOMO energy (alpha / beta) is -6.1 / -6.1 eV. The value obtained for the energy above the lowest of the compared OMol25 structures with the same formula, charge and spin is 101.0 kcal per mole. As for the LUMO energy (alpha / beta): 2.78 / 2.78 eV. The HOMO-LUMO gap (alpha / beta) comes out at 8.90 / 8.90 eV.

The geometry in ORCA input format:
```
! RIJCOSX wB97M-V def2-TZVPD def2/J DEFGRID3
* xyz -1 1
C -0.1784 -0.6356 -0.4783
O -0.5073 2.0071 0.3266
O 1.7537 0.9707 -0.2843
F -2.1109 -1.7405 0.2376
F 0.5641 -1.6990 -0.3924
F -0.5965 -0.4606 -1.6688
P 0.4556 0.8420 0.4411
H 0.6195 0.7158 1.8185
*
```



(5)
Formula: C28H60NO3PS3
Source: OMol25
Level of theory: wB97M-V/def2-TZVPD

Its HOMO energy is -6.3 eV. As for the LUMO energy: -0.85 eV. The HOMO-LUMO gap comes out at 5.47 eV.

The geometry in ORCA input format:
```
! RIJCOSX wB97M-V def2-TZVPD def2/J DEFGRID3
* xyz 0 1
C -5.8531 -2.1298 -3.8988
C -6.2445 -2.3883 -2.3210
C -5.2620 -1.5431 -1.2657
C -4.4405 -2.5317 -0.2518
N -2.9379 -2.5119 -0.3966
C -2.4713 -2.6414 -1.8273
C -1.8642 -1.1929 -2.4025
C -1.7111 -1.1622 -4.0392
C -0.6863 -2.2849 -4.6570
S -1.6308 -3.5411 -5.7004
O -2.9287 -4.0185 -4.9891
O -2.0922 -2.8609 -7.0459
O -0.7333 -4.9283 -6.1198
C -2.2387 -3.4678 0.5468
S -3.1065 -4.4226 1.7071
S -0.3452 -3.7133 0.6193
C -0.1662 -5.5960 0.3446
C -1.1343 -6.1130 -0.8909
C -0.8137 -7.6908 -1.3435
H -6.3073 -1.0942 -4.2188
H -6.1827 -2.9980 -4.6180
H -4.6689 -2.0422 -3.9780
H -6.2248 -3.5464 -2.1369
H -7.3881 -2.0661 -2.2123
H -5.9664 -0.8535 -0.6337
H -4.6029 -0.8460 -1.9349
H -4.8525 -3.6308 -0.4482
H -4.7342 -2.1883 0.8538
H -1.5687 -3.4091 -1.9752
H -3.3120 -3.0353 -2.5781
H -0.7630 -1.0668 -1.9636
H -2.4912 -0.2658 -2.0483
H -2.7270 -1.2665 -4.6179
H -1.2554 -0.1011 -4.3391
H 0.1131 -1.7406 -5.3549
H -0.1394 -2.8137 -3.7675
H -0.6187 -6.0836 1.3355
H 0.9548 -5.9221 0.1914
H -2.2778 -6.0242 -0.6177
H -0.8799 -5.4698 -1.8411
H -1.8112 -8.1586 -1.7718
H -0.0686 -7.6457 -2.2738
H -0.3830 -8.3302 -0.4637
C -1.0427 4.8739 0.0827
C -0.4624 4.8628 1.4888
C 0.9959 5.3138 1.5440
C 2.0275 4.2830 1.0790
P 2.4738 2.9655 2.1845
C 2.8645 3.7321 3.7811
C 3.8521 4.8942 3.8790
C 5.3442 4.5872 3.7281
C 5.8555 3.4359 4.5816
C 3.9854 2.2005 1.6663
C 4.1409 1.4725 0.3414
C 3.5007 0.0949 0.2234
C 3.7200 -0.8270 1.4135
C 1.1754 1.8434 2.6368
C 0.4717 0.8328 1.7360
C 0.0317 1.2991 0.3498
C -1.4773 1.4618 0.2213
H -0.4639 4.2412 -0.5999
H -2.0709 4.5041 0.0971
H -1.0520 5.8866 -0.3261
H -0.5797 3.8731 1.9286
H -1.0626 5.5429 2.1047
H 1.2211 5.6143 2.5715
H 1.1031 6.2184 0.9328
H 2.9573 4.8400 0.9026
H 1.7583 3.8915 0.0955
H 3.1507 2.9367 4.4765
H 1.9051 4.1047 4.1624
H 3.7146 5.3534 4.8658
H 3.5874 5.6654 3.1479
H 5.9065 5.4887 4.0039
H 5.5924 4.4112 2.6822
H 5.7899 3.6797 5.6466
H 6.9055 3.2345 4.3447
H 5.3035 2.5096 4.4067
H 4.3760 1.5825 2.4789
H 4.6923 3.0290 1.5746
H 5.2170 1.3466 0.1608
H 3.7692 2.1079 -0.4717
H 3.8954 -0.3967 -0.6747
H 2.4428 0.2180 0.0354
H 4.7747 -1.1018 1.5080
H 3.1380 -1.7451 1.2815
H 3.3955 -0.3772 2.3555
H 0.3953 2.4403 3.1219
H 1.5965 1.2468 3.4578
H -0.3991 0.4494 2.2854
H 1.1181 -0.0382 1.6273
H 0.3284 0.5460 -0.3902
H 0.5329 2.2189 0.0615
H -1.9737 0.4891 0.3052
H -1.7285 1.8816 -0.7526
H -1.8777 2.1173 0.9992
*
```



Sequential electronic energy output: -668.587277; -1026.312247; -451.427313; -830.163711; -2918.888729 Ha